[1]
The following is a DFT calculation (the ωB97M-V functional and the def2-TZVPD basis) of a molecular structure, C42H44Cl5IrN4O in a non-equilibrium geometry.

Calculated values
HOMO level (spin up / spin down) = -0.2535 / -0.2534 Ha
Kohn-Sham gap (spin up / spin down) = 5.43 / 5.39 eV
E_tot = -117730.595 eV
E_LUMO (spin up / spin down) = -1.47 / -1.50 eV

Each line ends with the Mulliken charge.
Positions of all 97 atoms, in Å:
H -3.53 -0.56 -3.28  0.375
H -1.43 5.08 -2.72  0.434
C 3.37 1.19 -0.89  0.691
H -2.89 -4.66 -4.10  0.326
H 3.50 -2.98 3.98  0.496
C 2.12 -1.99 5.31  -1.254
C 4.55 1.27 -0.16  -0.051
N -1.37 1.22 -1.40  -0.748
C -1.34 -2.88 -0.43  0.346
H 0.43 -5.05 2.74  0.457
H -4.55 3.00 -3.80  0.376
N 0.58 -1.26 1.18  -0.501
C -2.95 -2.86 -2.00  0.872
C 1.96 -2.07 2.83  0.848
C -0.44 3.35 -0.65  -0.346
H -4.41 -4.82 0.24  0.317
C -2.39 4.57 -2.69  -1.174
H 1.89 -4.66 3.66  0.418
H -4.36 2.01 -6.06  0.390
H 1.72 2.29 4.71  0.223
H -3.07 -5.56 -1.73  0.347
H -4.35 -4.08 -4.91  0.390
C -0.49 -3.36 0.56  -0.873
C -4.05 -3.23 -2.94  -1.197
H -2.87 4.70 -3.66  0.397
H 2.69 0.53 3.11  0.333
H -4.68 -3.99 -2.47  0.381
C 2.90 -2.07 4.00  -1.313
C -3.52 -3.79 -4.27  -1.158
H -2.97 -4.88 1.26  0.277
H 1.45 -2.85 5.41  0.314
C 1.19 3.71 1.21  1.146
C 2.66 -0.03 -1.05  -0.308
H -4.68 -2.37 -3.14  0.471
H 1.51 -1.09 5.35  0.273
C 1.28 -3.13 2.32  0.931
N 0.57 1.56 0.68  -0.322
H -2.81 5.09 -0.62  0.267
Cl 6.52 0.23 1.37  -0.200
C 1.49 1.53 1.70  -0.067
Ir -0.28 -0.03 -0.22  1.266
C -3.45 -5.32 0.38  -1.153
H 3.24 5.44 0.51  0.225
C -2.37 -1.56 -1.84  -0.139
C -3.27 5.20 -1.60  -1.103
H 1.44 5.53 2.25  0.444
C -2.30 -3.69 -1.12  0.960
H 3.26 4.23 2.91  0.448
C 2.27 -5.32 1.64  -0.973
Cl 2.72 2.58 -1.65  -0.087
H 2.01 5.55 -0.76  0.237
C 0.41 -2.61 1.29  -0.088
O 1.50 -0.08 -1.62  -0.946
H -2.93 -3.04 -4.80  0.293
H -3.41 6.27 -1.80  0.382
C 4.49 -1.11 0.19  -0.050
H -2.96 1.06 -5.56  0.291
H 2.80 -1.99 6.17  0.428
H 2.24 6.90 0.37  0.439
H 2.84 3.54 5.27  0.420
H -4.67 1.25 -3.72  0.464
C 1.95 0.39 2.34  -0.860
C 2.14 3.26 4.48  -1.176
H 3.68 2.53 3.14  0.336
H 0.22 5.59 0.99  0.464
C 3.32 -1.18 -0.54  0.611
C 1.21 5.20 1.24  -1.348
C 1.51 -0.90 2.11  0.333
C -3.51 1.98 -5.39  -1.154
N -1.40 -1.59 -0.87  -0.844
C -2.57 -5.13 -0.86  -1.250
H 3.59 -1.23 3.93  0.391
H -0.42 4.41 -0.82  0.441
Cl 2.57 -2.69 -0.87  -0.089
H -0.55 -4.42 0.78  0.389
C -2.33 0.87 -2.30  0.025
C 5.10 0.13 0.41  0.161
C 2.85 3.24 3.12  -1.317
C -3.98 2.08 -3.93  -1.164
H 1.82 -5.22 0.65  0.203
C -1.25 2.58 -1.45  0.048
H -2.85 2.82 -5.63  0.327
H 1.33 3.99 4.47  0.321
H -3.63 -6.38 0.57  0.388
H -1.63 -5.67 -0.72  0.457
H 3.27 -4.89 1.59  0.179
Cl 5.19 -2.54 0.84  -0.150
C -2.78 -0.42 -2.52  -0.876
C 2.24 5.81 0.28  -1.077
C 1.90 2.86 2.03  1.110
C 1.42 -4.58 2.68  -1.122
C -2.86 2.05 -2.95  0.792
Cl 5.32 2.79 0.07  -0.154
H 2.35 -6.38 1.88  0.424
C 0.38 2.87 0.37  -0.295
C -2.18 3.11 -2.43  0.818
H -4.25 4.72 -1.57  0.314

[2]
The following is a DFT calculation (the ωB97M-V functional and the def2-TZVPD basis) of 2 unconnected molecules or ions with the total composition C5H10O.

Calculated values
HOMO level = -0.3372 Ha
Kohn-Sham gap = 10.03 eV
SMILES = C[C@H]1CC1=O.C
E_tot = -7392.851 eV
E_LUMO = 0.86 eV

Each line ends with the Mulliken charge.
Positions of all 16 atoms, in Å:
H 1.50 0.46 -0.05  0.172
O -1.32 0.83 -1.43  -0.536
C -0.50 0.07 1.90  -1.141
H -0.22 -2.43 -0.55  0.208
H -0.09 -0.85 1.47  0.208
H 0.06 0.29 2.82  0.344
C -0.40 1.22 0.93  0.164
H 0.49 -2.95 -2.11  0.328
H -1.54 -0.13 2.18  0.300
H 1.26 2.26 -0.26  0.282
H 1.35 -1.75 -1.11  0.201
C 0.36 -2.11 -1.43  -0.930
C -0.57 1.04 -0.52  0.499
H -0.73 2.19 1.32  0.348
C 0.80 1.29 -0.06  -0.634
H -0.17 -1.30 -1.94  0.187

[3]
The following is a DFT calculation (the ωB97M-V functional and the def2-TZVPD basis) of a single C4H5IO2 molecule in a non-equilibrium geometry.

Calculated values
HOMO level = -0.3602 Ha
Kohn-Sham gap = 9.65 eV
SMILES = C[C@H]1OC(=O)[C@@H]1I
E_tot = -16422.964 eV
E_LUMO = -0.15 eV

Each line ends with the Mulliken charge.
Positions of all 12 atoms, in Å:
C 0.89 -0.53 -0.80  -0.428
H -0.09 -0.14 1.89  0.293
H -1.63 0.50 1.68  0.344
O 2.09 1.61 -1.07  -0.511
C 1.14 0.99 -0.71  0.553
C -0.68 0.13 -0.14  0.279
O 0.04 1.38 -0.06  -0.321
I 1.04 -1.55 -2.75  0.053
H 1.36 -1.11 0.07  0.371
H -1.62 0.26 -0.83  0.271
C -1.02 -0.26 1.26  -1.199
H -1.52 -1.27 1.47  0.295

[4]
The following is a DFT calculation (the ωB97M-V functional and the def2-TZVPD basis) of 4 unconnected molecules or ions with the total composition C20H45ClFO6P in a non-equilibrium geometry.

Calculated values
HOMO level = -0.3560 Ha
Kohn-Sham gap = 10.36 eV
SMILES = CC[C@@H](F)C(=O)O[C@@H](CCCCl)[PH2]=O.CCOCC.CCOCC.CCOCC
E_tot = -58281.959 eV
E_LUMO = 0.67 eV

Each line ends with the Mulliken charge.
Positions of all 74 atoms, in Å:
H -4.29 6.58 -2.28  0.410
C -2.84 -0.07 0.16  0.215
O 5.98 -2.98 3.66  -0.364
H 5.32 -0.66 2.22  0.154
H 3.18 0.24 1.99  0.291
C -5.35 3.09 -0.66  0.258
H 4.56 -4.48 3.79  0.332
H -1.03 -2.99 0.21  0.056
H -5.54 3.91 0.04  0.315
H 4.14 -3.06 2.86  -0.167
C -4.13 4.43 -2.25  -0.347
H 0.88 -2.88 1.42  0.021
C 1.70 -0.94 -0.19  0.392
C -0.39 0.46 -4.16  -0.057
H -6.79 3.72 -2.17  0.308
H 6.51 -2.76 5.65  0.315
C 6.94 -4.79 5.03  -1.029
H -3.14 2.19 -3.60  -0.361
C -3.34 0.26 -4.52  -1.178
H -2.79 -0.43 -5.16  0.369
C 5.18 -0.11 1.31  -1.107
C 3.67 0.12 1.03  -0.405
O -1.34 1.30 -3.54  -0.294
H -2.35 2.08 -5.17  0.384
C -2.55 1.53 -4.24  0.335
H -0.59 -0.04 1.82  0.704
C -1.34 -0.19 -0.22  -0.881
H 3.59 1.01 0.41  0.388
H -1.00 0.69 -0.73  0.382
H -0.71 1.04 -6.24  0.308
H -3.18 0.90 -0.15  -0.301
H -4.27 0.51 -5.02  0.419
H -2.99 -1.19 2.04  0.345
H -3.13 4.44 -2.69  0.330
H 5.72 0.82 1.32  0.383
H -7.44 2.65 -0.94  0.415
H 2.86 -3.10 4.97  0.400
Cl -4.92 0.11 1.87  -0.248
C -3.15 -0.21 1.64  -0.572
H -0.78 -0.56 -4.25  0.359
H -2.65 0.56 2.19  0.307
H 5.98 -5.23 5.30  0.269
F 3.34 -2.22 0.96  -0.316
H 0.53 1.97 -5.41  0.318
H 7.30 -5.31 4.14  0.287
H 3.93 -1.70 4.93  0.282
H -6.39 2.01 -2.21  0.272
H 3.73 -1.12 -0.64  0.333
P -0.43 -2.36 1.33  0.600
H -4.84 4.29 -3.07  0.415
H -1.26 -0.97 -0.96  0.243
H -5.36 5.81 -1.10  0.302
H -3.63 5.92 -0.77  0.313
C 3.15 -1.06 0.27  0.039
H 4.34 -3.10 5.92  0.345
C 4.62 -3.39 3.77  0.198
C 3.90 -2.79 4.97  -1.146
O 1.31 -1.52 -1.13  -0.515
O -4.15 3.32 -1.38  -0.276
C -4.37 5.76 -1.56  -1.355
O 0.96 -0.09 0.54  -0.440
C 0.10 0.97 -5.51  -1.365
C -0.39 -0.56 0.90  -0.140
O -1.20 -2.65 2.55  -0.744
H -3.42 -0.81 -0.38  0.368
H -3.57 -0.26 -3.59  0.190
H 0.46 0.41 -3.48  0.175
H -5.18 2.21 -0.06  -0.153
H 7.63 -4.97 5.85  0.388
H 7.81 -2.91 4.48  0.332
H 0.85 0.30 -5.92  0.411
C 6.82 -3.30 4.75  -0.385
H 5.57 -0.73 0.52  0.368
C -6.56 2.86 -1.55  -1.200